Entry 1:
The following is a quantum chemistry calculation of a gas-phase ion, C5H12NO (charge -1), from the OMol25 dataset.

Its spin multiplicity is 1. For the HOMO energy, the calculation gives -2.51 eV. The calculation puts the frontier orbital gap at 6.558 eV. The SMILES is CC[C@H](C)NC[O-]. As for the charge: -1.

```
19
Properties=species:S:1:pos:R:3:forces:R:3
C 1.69787 0.63949 -0.85079 -1.460 1.704 0.973
C 0.33181 0.08335 -0.38198 -1.972 -4.000 -3.654
C -0.12462 0.51356 0.94133 -0.639 -1.870 2.116
C 0.70155 -0.25044 1.98490 -1.158 -1.302 -0.299
N -0.78748 0.27566 -1.40259 2.556 -1.451 -0.236
C -1.99477 -0.77491 -1.17939 2.818 0.397 -0.853
O -2.70740 -0.43404 -0.20690 -2.468 0.046 2.015
H 1.71866 1.62080 -0.19026 1.081 -1.613 -1.583
H 2.36168 -0.15331 -0.55661 1.131 0.373 0.286
H 1.80283 0.82553 -1.96101 -0.446 -0.098 1.365
H 0.46278 -1.16047 -0.31316 -0.405 3.046 -0.371
H -0.06202 1.57528 0.98177 -0.024 1.149 0.485
H -1.17472 0.14056 1.18519 1.058 0.905 -1.170
H 0.55382 -1.35527 1.62658 0.566 1.794 1.075
H 0.19161 -0.13327 2.95743 0.775 -0.117 -0.054
H 1.75582 0.00429 1.97866 0.238 -0.050 0.336
H -0.91457 1.27750 -1.35759 -1.311 0.082 -0.084
H -2.45099 -0.96256 -2.16936 -0.345 0.669 -0.544
H -1.36185 -1.73174 -1.08621 0.004 0.337 0.198
```
Positions in Å, forces in eV/Å.

Entry 2:
The following is a quantum chemistry calculation of a gas-phase ion, C5H12NO (charge -1), from the OMol25 dataset.

Its spin multiplicity is 1. For the HOMO energy, the calculation gives -2.63 eV. The calculation puts the frontier orbital gap at 6.655 eV. The SMILES is CC(C)[C@H](N)C[O-]. As for the charge: -1.

```
19
Properties=species:S:1:pos:R:3:forces:R:3
C 0.85461 -0.49238 -1.54567 -0.059 -0.920 1.322
O 0.24614 -1.71736 -1.76835 0.658 2.441 0.444
C 0.23066 0.56148 -0.48411 0.689 -0.744 -0.257
C 0.39374 0.31903 0.96032 -0.315 0.347 2.476
C -0.18625 -1.04804 1.42834 2.489 -1.180 2.134
C -0.31400 1.51461 1.86362 3.897 -1.624 -0.116
N -1.20411 0.68683 -0.71077 0.104 0.735 -3.067
H 1.90054 -0.53691 -1.06590 -0.308 -0.155 -1.034
H 0.84122 0.22670 -2.42223 0.514 -0.694 -0.136
H 0.72792 1.44035 -0.85487 0.601 0.863 0.565
H 1.41151 0.35037 1.30103 0.929 0.026 -0.227
H 0.14163 -1.38927 2.48108 0.102 1.469 -0.653
H -1.19979 -0.88869 1.63229 -1.968 -0.594 -0.663
H 0.18048 -2.02492 1.00108 -1.094 1.475 -1.058
H 0.33012 2.48219 1.81404 -1.888 -1.281 -0.454
H -0.10323 1.13690 2.86374 -0.041 0.128 0.423
H -1.35806 1.41344 1.75488 -1.203 1.013 -0.614
H -1.23941 1.60813 -1.23857 -0.635 -1.430 0.730
H -1.04584 -0.01541 -1.47948 -2.471 0.124 0.186
```
Positions in Å, forces in eV/Å.

Entry 3:
The following is a quantum chemistry calculation of a molecular structure, C5H12NO, from the OMol25 dataset.

Its spin multiplicity is 1. For the HOMO energy, the calculation gives -2.24 eV. The calculation puts the frontier orbital gap at 5.553 eV. As for the charge: -1.

```
19
Properties=species:S:1:pos:R:3:forces:R:3
C 2.87419 0.25855 2.10408 3.077 0.066 2.010
O 3.28489 -0.32891 3.33535 -1.368 -0.010 -1.522
C 1.36028 0.00540 1.80071 0.185 3.794 -0.289
C 0.51987 0.74683 0.65080 2.379 -0.660 0.105
C -0.80041 0.08802 0.38026 -2.183 0.360 1.542
C -2.99430 -0.46881 -3.33693 1.024 -0.764 1.100
N -1.36991 -0.19688 -0.78098 2.464 -1.025 2.188
H 3.24849 1.34200 2.32013 -1.373 -0.704 -1.417
H 3.58389 -0.17610 1.30304 -1.191 0.647 0.132
H 0.92919 0.26374 2.75273 -0.602 -0.642 0.431
H 1.28005 -0.94807 1.46396 -0.185 -3.406 0.079
H 0.45967 1.81863 0.87660 -0.528 -0.183 -0.116
H 1.12306 0.64004 -0.26943 -0.219 0.374 0.052
H -1.33704 -0.24296 1.34035 0.182 1.018 -0.668
H -0.39723 -0.76937 -0.65474 -0.556 0.408 -2.373
H -2.00538 -0.84964 -3.33744 0.900 -1.122 0.607
H -3.67207 -1.00128 -2.72916 -0.338 -0.769 1.076
H -2.80314 0.47182 -2.92087 -0.503 1.855 -0.098
H -3.28411 -0.65301 -4.29848 -1.165 0.763 -2.838
```
Positions in Å, forces in eV/Å.

Entry 4:
The following is a quantum chemistry calculation of a gas-phase ion, C5H12NO (charge -2), from the OMol25 dataset.

Its spin multiplicity is 2. For the HOMO energy (alpha / beta), the calculation gives 4.05 / -0.13 eV. The calculation puts the frontier orbital gap (alpha / beta) at 3.088 / 7.207 eV. As for the charge: -2.

```
19
Properties=species:S:1:pos:R:3:forces:R:3
C 2.23776 -0.47979 0.56741 0.510 -0.081 -0.550
O 3.29668 -0.24067 -0.28636 -0.633 -0.130 0.727
C 0.86821 -0.03586 -0.07472 0.492 0.020 -0.344
C -0.29051 -0.05597 0.89728 0.031 1.351 1.271
C -1.62681 0.38737 0.31210 -1.646 1.232 1.371
C -2.17350 -0.49444 -0.79812 -0.562 -0.273 -1.357
N 1.10909 1.32693 -0.65648 -0.503 -0.842 1.159
H 2.34136 0.09727 1.55576 -0.204 -0.526 -0.514
H 2.12475 -1.59773 0.81614 -0.057 0.914 0.091
H 0.67901 -0.76502 -0.90183 -0.046 0.365 0.542
H -0.06788 0.66056 1.79265 -0.099 -1.095 -1.397
H -0.40296 -1.05161 1.32408 0.025 -0.265 0.046
H -1.51172 1.47396 -0.05667 -0.347 -1.536 0.590
H -2.45206 0.38285 1.19804 1.733 0.217 -1.821
H -1.54024 -0.38033 -1.74228 -0.904 -0.126 0.963
H -3.27660 -0.22754 -1.08028 1.669 -0.434 0.336
H -2.12084 -1.58821 -0.53266 -0.143 0.864 -0.148
H 2.11024 1.22567 -0.76384 0.847 0.293 -0.536
H 0.69601 1.36256 -1.57021 -0.162 0.053 -0.429
```
Positions in Å, forces in eV/Å.

The calculation returns the following F_max values, one per record and in order: 5.8; 4.2; 3.8; 2.5 eV/Å.
The calculation returns the following electronic energy values, one per record and in order: -8915.097; -8914.823; -8912.214; -8912.495 eV.
The calculation returns the following energy relative to the best compared isomer or geometry (same formula, charge and spin) values, one per record and in order: 189.8; 216.2; 467.9; 15.7 kJ/mol.